Computed, not measured: a molecular structure, C17H25Br31IN3OP at a distorted geometry, with wB97M-V/def2-TZVPD.

```
79
Properties=species:S:1:pos:R:3
C -0.791 -6.806 0.313
C 0.216 -6.205 -0.771
Br 1.911 -7.253 -0.710
C 0.530 -4.694 -0.485
N 1.451 -4.163 -1.526
C 1.749 -2.890 -1.633
N 2.662 -2.544 -2.681
C 3.558 -1.507 -2.056
C 2.634 -0.236 -1.813
C 1.361 -0.577 -0.958
P -0.199 0.289 -1.641
O -0.581 -0.340 -3.173
I -1.935 -0.357 0.027
N 1.154 -2.027 -0.690
H -0.359 -7.714 0.801
H -0.932 -6.051 1.133
H -1.789 -7.042 -0.122
H -0.228 -6.304 -1.790
H 1.136 -4.679 0.463
H -0.380 -4.061 -0.392
H 1.861 -4.831 -2.181
H 2.196 -2.042 -3.443
H 4.429 -1.266 -2.712
H 3.894 -1.875 -1.058
H 3.250 0.591 -1.373
H 2.342 0.125 -2.843
H 1.516 -0.085 0.043
H -1.354 -0.917 -3.031
H 1.415 -2.275 0.265
C 0.362 0.466 -6.507
Br 0.307 2.395 -6.374
Br 0.381 -0.129 -8.347
Br 1.835 -0.285 -5.495
H -0.552 0.091 -6.059
C 5.707 1.496 0.758
Br 6.217 0.454 -0.793
Br 4.697 3.070 0.263
Br 4.766 0.417 2.063
H 6.622 1.838 1.228
C 3.741 2.960 4.804
Br 3.199 4.342 3.561
Br 5.667 2.863 4.978
Br 2.874 3.160 6.521
H 3.412 2.014 4.389
C -4.239 1.534 -3.603
Br -4.707 -0.316 -3.263
Br -2.742 2.104 -2.515
Br -3.932 1.862 -5.484
H -5.092 2.137 -3.309
C -2.541 6.289 -2.749
Br -0.910 5.920 -1.772
Br -2.624 5.284 -4.400
Br -4.113 6.006 -1.655
H -2.524 7.340 -3.015
C 0.927 6.504 8.770
Br 0.046 5.768 7.211
Br 0.487 5.515 10.375
Br 2.841 6.644 8.514
H 0.549 7.511 8.903
C -3.729 -8.805 -2.506
Br -4.268 -7.414 -3.738
Br -1.801 -8.937 -2.373
Br -4.552 -8.587 -0.768
H -4.084 -9.746 -2.911
C -5.701 0.417 2.537
Br -5.792 2.344 2.691
Br -5.699 -0.157 0.688
Br -4.195 -0.311 3.512
H -6.600 0.018 2.994
C -3.421 -1.931 7.482
Br -2.025 -2.103 6.149
Br -2.692 -1.653 9.253
Br -4.697 -0.557 7.005
H -3.959 -2.872 7.503
C 2.256 8.520 -2.136
Br 1.947 9.709 -0.641
Br 3.137 9.423 -3.604
Br 3.212 6.925 -1.598
H 1.283 8.201 -2.496
```

The charge is +1. For the calculated total energy, the calculation gives -2213249.8928 eV. For the HOMO-LUMO gap, the calculation gives 8.428 eV. As for the multiplicity: 1.

Löwdin atomic charge list, values in e, 4 entries: -0.148, -0.684, 0.682, -0.204

Computed, not measured: a molecular structure, C4H8N2O at a distorted geometry, with wB97M-V/def2-TZVPD.

```
15
Properties=species:S:1:pos:R:3
C -0.264 1.383 1.367
C -0.846 0.907 0.068
O 0.050 1.087 -1.073
C -0.045 -0.259 -1.373
N 0.648 -1.001 -2.121
C -0.799 -0.596 -0.179
N 1.137 -1.436 0.191
H 0.658 0.824 1.535
H -0.970 1.172 2.178
H -0.061 2.455 1.344
H -1.803 1.411 -0.163
H 1.460 -0.487 -2.455
H -1.581 -1.330 0.002
H 0.703 -2.243 -0.251
H 1.715 -1.887 0.932
```

The calculation puts the energy relative to the best compared isomer or geometry (same formula, charge and spin) at 133.12 kcal per mole. For the calculated total energy, the calculation gives -9300.6207 eV. For the HOMO-LUMO gap, the calculation gives 8.706 eV. As for the multiplicity: 1.

natural (NBO) atomic charge list, values in e, 4 entries: -0.627, 0.046, -0.502, 0.498

Number 1: LUMO energy -2.86 eV. Number 2: LUMO energy -0.38 eV.